75
Properties=species:S:1:pos:R:3 method="wB97M-V/def2-TZVPD" homo_energy_ev="-13.941 / -13.552" gap_ev="4.854 / 4.486" energy_ha=-4869.03895 charge=+2
Pt 0.19 1.23 -0.98
C -0.98 -2.94 -0.65
N -0.80 -1.51 -0.76
P -0.58 -0.55 -2.21
C -2.23 -0.66 -2.96
C -2.99 0.49 -3.13
C -4.25 0.39 -3.70
C -4.74 -0.85 -4.09
C -3.97 -1.99 -3.93
C -2.71 -1.90 -3.36
C 0.45 -1.31 -3.47
C 0.13 -1.18 -4.80
C 0.96 -1.69 -5.80
C 2.10 -2.43 -5.44
C 2.49 -2.55 -4.15
C 1.81 -1.79 -3.05
P -1.10 -0.35 0.49
C -2.87 -0.61 0.89
C -3.24 -1.42 1.96
C -4.57 -1.49 2.32
C -5.53 -0.78 1.61
C -5.16 0.02 0.54
C -3.82 0.10 0.17
C -0.35 -0.36 2.16
C 0.50 -1.24 2.81
C 0.96 -0.91 4.08
C 0.57 0.27 4.70
C -0.29 1.14 4.05
C -0.74 0.83 2.78
H -0.24 -3.44 -1.29
H -1.98 -3.26 -0.96
H -0.80 -3.25 0.38
H -2.59 1.45 -2.84
H -4.85 1.28 -3.82
H -5.72 -0.92 -4.52
H -4.35 -2.95 -4.24
H -2.10 -2.79 -3.25
H -0.80 -0.71 -5.08
H 0.70 -1.57 -6.83
H 2.67 -2.92 -6.21
H 3.33 -3.16 -3.86
H 2.46 -0.91 -2.81
H -2.50 -1.98 2.51
H -4.87 -2.09 3.16
H -6.57 -0.84 1.89
H -5.90 0.58 -0.01
H -3.52 0.72 -0.66
H 0.84 -2.16 2.36
H 1.62 -1.59 4.59
H 0.93 0.51 5.68
H -0.62 2.05 4.52
H -1.41 1.51 2.26
O 1.68 -2.55 -1.88
Se 2.36 -1.87 -0.38
O 3.89 -1.72 -0.54
O 1.68 -0.39 -0.26
O 1.81 -2.82 0.72
N 1.16 2.68 -0.01
C 1.98 3.01 0.75
N 2.81 3.50 1.58
C 2.39 3.81 2.94
C 3.23 3.01 3.93
C 4.71 3.29 3.69
C 5.09 2.93 2.26
C 4.21 3.69 1.26
H 1.33 3.59 3.04
H 2.55 4.88 3.11
H 3.04 1.94 3.80
H 2.95 3.29 4.94
H 5.31 2.71 4.39
H 4.92 4.34 3.89
H 4.97 1.86 2.11
H 6.13 3.19 2.07
H 4.39 3.35 0.24
H 4.43 4.76 1.32

10
Properties=species:S:1:pos:R:3 method="wB97M-V/def2-TZVPD" homo_energy_ev="-9.713 / -9.687" gap_ev="5.629 / 4.215" multiplicity=2 energy_ha=-623.13459 charge=+1
O 2.64 0.32 0.18
C 1.49 0.59 0.20
O 0.64 1.42 0.26
Mg 4.70 0.83 0.23
O -0.31 -1.38 0.06
C -1.45 -0.65 0.15
C -1.72 0.57 0.22
O -2.38 1.63 0.05
Li -3.39 2.96 0.54
H -0.98 -2.09 -0.40

22
Properties=species:S:1:pos:R:3 method="wB97M-V/def2-TZVPD" homo_energy_ev="-2.798 / -9.940" gap_ev="3.757 / 10.660" multiplicity=2 energy_ha=-308.84635 charge=0
C -2.09 -0.74 -1.74
C -0.66 -0.50 -1.20
C -0.65 -0.95 0.33
C 0.71 -0.75 1.03
C 1.86 1.29 1.90
N 1.42 0.50 0.74
N -0.40 0.96 -1.22
H -2.63 -1.32 -0.97
H -2.00 -1.41 -2.60
H -2.72 0.13 -1.98
H -0.02 -1.07 -1.87
H -0.74 -2.03 0.13
H -1.43 -0.38 0.84
H 0.49 -0.84 2.10
H 1.46 -1.48 0.68
H 2.45 2.21 1.82
H 0.87 1.53 2.38
H 2.47 0.70 2.57
H 2.28 0.37 0.10
H 0.90 1.10 0.02
H -1.30 1.34 -0.91
H -0.27 1.33 -2.16

20
Properties=species:S:1:pos:R:3 method="wB97M-V/def2-TZVPD" homo_energy_ev=-8.357 gap_ev=9.260 energy_ha=-349.01290 charge=0
C 0.05 -0.24 -0.43
C 0.32 0.71 0.63
C -1.10 -1.21 -0.29
C -0.53 1.27 -1.49
C 0.91 -0.47 1.86
C -0.06 1.36 -2.72
C 0.25 -0.72 2.97
O 1.10 -0.83 -1.06
H 1.82 -0.19 -1.15
H -0.55 1.14 1.11
H 1.17 1.36 0.47
H -1.34 1.92 -1.16
H 1.91 -0.87 1.68
H -1.90 -0.78 0.30
H -0.74 -2.12 0.18
H -1.47 -1.44 -1.29
H 0.65 0.63 -3.11
H -0.43 2.07 -3.45
H -0.75 -0.33 3.14
H 0.68 -1.26 3.81

7
Properties=species:S:1:pos:R:3 method="wB97M-V/def2-TZVPD" homo_energy_ev=-7.732 gap_ev=5.045 energy_ha=-1572.45570 charge=0
C -0.13 1.44 -0.30
N 0.73 0.65 0.08
P 0.55 3.59 -0.51
P -1.75 1.67 -1.18
S -0.53 3.38 -2.18
S -2.17 0.38 -2.59
H 0.60 -0.28 0.20

23
Properties=species:S:1:pos:R:3 method="wB97M-V/def2-TZVPD" homo_energy_ev=-8.838 gap_ev=9.747 smiles="C=CC(C)C.COC=O" energy_ha=-425.50787 charge=0
C -1.23 -0.37 0.65
C -1.46 -0.75 -0.81
C -1.88 -1.39 1.58
C 0.42 1.95 -1.21
O 0.36 2.48 -2.29
H -1.67 0.62 0.83
H 0.06 2.38 -0.27
H -1.45 -2.39 1.44
H -1.46 0.13 -1.46
H -0.74 -1.50 -1.16
H -2.45 -1.17 -0.98
H -1.75 -1.12 2.63
H -2.95 -1.46 1.38
C 2.32 0.49 -1.71
C 0.40 -0.41 0.98
C 1.05 0.43 1.82
O 1.13 0.77 -0.93
H 0.74 -1.44 0.92
H 2.17 -0.48 -2.18
H 3.17 0.44 -1.02
H 2.51 1.24 -2.48
H 0.83 1.49 1.84
H 1.88 0.06 2.42